Entry from OMol25: a structure of composition C40H43FIrN4OP2S2Se at a distorted geometry (ωB97M-V with the def2-TZVPD basis set).

Computed properties:
E_tot ... -161327.554 eV
Frontier orbital gap (spin up / spin down) ... 0.18351 / 0.17786 hartree

ORCA input file:
```
! wB97M-V def2-TZVPD RIJCOSX def2/J DEFGRID3
* xyz 1 1
Ir 0.28 0.01 -0.47
C -3.82 7.65 0.96
S -2.18 7.18 0.33
C -2.32 5.36 0.47
C -1.24 4.72 -0.37
C -1.39 3.21 -0.51
N -1.42 2.44 0.77
P 0.18 1.87 1.14
C 1.19 3.40 1.15
C 0.90 4.39 2.08
C 1.65 5.55 2.10
C 2.71 5.70 1.23
C 3.00 4.71 0.31
C 2.25 3.55 0.27
C 0.22 1.60 2.93
C -0.80 1.89 3.82
C -0.61 1.69 5.17
C 0.61 1.24 5.65
C 1.65 0.99 4.76
C 1.46 1.18 3.41
P -2.28 0.96 0.29
C -3.96 1.71 0.29
C -4.91 1.25 -0.60
C -6.17 1.82 -0.65
C -6.47 2.88 0.20
C -5.52 3.35 1.10
C -4.27 2.76 1.14
C -2.44 -0.05 1.81
C -1.71 -1.36 1.71
C -1.43 -2.10 3.03
C -2.08 -1.54 4.23
C -2.96 -0.53 4.14
C -3.14 0.22 2.92
H -3.87 8.74 0.91
H -3.92 7.31 1.98
H -4.59 7.22 0.32
H -3.31 5.08 0.11
H -2.22 5.10 1.52
H -0.26 4.99 0.02
H -1.30 5.13 -1.38
H -0.58 2.84 -1.16
H -2.34 3.02 -1.02
H 0.08 4.25 2.77
H 1.40 6.34 2.80
H 3.31 6.60 1.27
H 3.82 4.85 -0.38
H 2.47 2.76 -0.43
H -1.74 2.26 3.44
H -1.41 1.89 5.87
H 0.76 1.08 6.70
H 2.61 0.65 5.13
H 2.26 0.99 2.70
H -4.66 0.43 -1.27
H -6.91 1.46 -1.34
H -7.44 3.35 0.16
H -5.75 4.17 1.76
H -3.52 3.12 1.83
H -2.15 -1.98 0.91
H -1.61 -3.18 2.97
H -1.86 -2.01 5.18
H -3.49 -0.20 5.01
H -3.80 1.08 2.97
F -2.11 -5.41 -2.55
C -1.65 -4.20 -2.17
C -2.56 -3.20 -1.90
C -2.09 -1.96 -1.50
C -0.72 -1.71 -1.37
C 0.17 -2.74 -1.67
C -0.29 -4.00 -2.06
H -3.62 -3.39 -1.98
H -2.80 -1.18 -1.26
H 1.24 -2.59 -1.62
H 0.39 -4.81 -2.26
Se 1.59 -2.18 3.44
C 0.02 -1.77 2.66
N -0.26 -1.19 1.52
C 5.12 -0.22 0.41
S 3.39 -0.72 0.77
C 3.58 -2.48 0.36
O 2.62 -0.15 -0.40
H 5.74 -0.55 1.23
H 5.15 0.87 0.34
H 5.45 -0.65 -0.52
H 4.18 -2.95 1.13
H 4.04 -2.60 -0.62
H 2.59 -2.92 0.36
N 0.13 1.11 -4.77
C 1.49 1.18 -4.63
C 1.73 1.11 -3.29
N 0.54 1.01 -2.62
C -0.40 1.01 -3.54
H -0.37 1.12 -5.64
H 2.15 1.27 -5.47
H 2.66 1.11 -2.76
H -1.45 0.93 -3.34
*
```

Mulliken atomic charge list, values in e, 2 entries: number 1, Ir, carries 3.92; number 2, C, carries -0.80

---

Entry from OMol25: a structure of composition C40H43FN4O3PRuSi at a distorted geometry (ωB97M-V with the def2-TZVPD basis set).

Computed properties:
E_tot ... -76730.797 eV
Frontier orbital gap (spin up / spin down) ... 0.23946 / 0.25818 hartree

ORCA input file:
```
! wB97M-V def2-TZVPD RIJCOSX def2/J DEFGRID3
* xyz 2 6
Ru 0.18 0.06 -0.47
F -3.22 -5.94 -0.96
C -3.79 -4.73 -0.78
C -2.95 -3.66 -0.60
C -3.46 -2.39 -0.34
C -2.56 -1.29 -0.06
O -1.31 -1.49 -0.08
C -3.17 -0.07 0.31
C -4.53 0.05 0.31
N -5.36 -0.95 -0.06
C -6.79 -0.70 -0.12
C -7.25 0.53 -0.83
C -7.48 -0.81 -1.45
C -4.86 -2.21 -0.32
C -5.69 -3.31 -0.53
C -5.19 -4.58 -0.74
N -6.11 -5.65 -0.92
C -7.06 -5.89 0.16
C -8.39 -6.37 -0.45
N -8.11 -6.84 -1.84
C -6.92 -7.75 -1.85
C -5.67 -6.92 -1.50
C -2.29 1.07 0.83
O -2.51 1.46 1.97
O -1.39 1.48 0.02
H -1.87 -3.80 -0.63
H -5.00 0.97 0.61
H -7.32 -1.01 0.77
H -6.51 1.17 -1.28
H -8.10 1.06 -0.42
H -6.87 -1.08 -2.31
H -8.48 -1.21 -1.46
H -6.76 -3.17 -0.54
H -7.23 -4.98 0.74
H -6.67 -6.65 0.85
H -9.14 -5.58 -0.51
H -8.81 -7.20 0.11
H -7.84 -6.01 -2.39
H -8.92 -7.27 -2.27
H -6.83 -8.21 -2.83
H -7.11 -8.53 -1.12
H -5.09 -6.71 -2.40
H -5.04 -7.49 -0.82
N 0.31 0.19 2.00
C 1.55 -0.01 2.71
C 1.60 -0.07 4.09
C 2.82 -0.25 4.73
C 3.99 -0.36 4.00
C 3.95 -0.30 2.62
C 2.73 -0.14 1.97
P 2.57 -0.10 0.16
C 2.08 -1.81 -0.29
C 1.69 -2.77 0.64
C 1.32 -4.03 0.22
C 1.32 -4.35 -1.13
C 1.72 -3.41 -2.07
C 2.10 -2.14 -1.66
C 4.25 0.13 -0.47
C 5.09 -0.94 -0.79
C 6.39 -0.70 -1.19
C 6.86 0.61 -1.29
C 6.03 1.67 -0.98
C 4.72 1.44 -0.58
H -0.01 1.15 2.12
H -0.42 -0.38 2.41
H 0.69 0.03 4.66
H 2.85 -0.29 5.82
H 4.94 -0.48 4.51
H 4.86 -0.39 2.04
H 1.70 -2.53 1.70
H 1.03 -4.78 0.96
H 1.03 -5.34 -1.45
H 1.75 -3.66 -3.12
H 2.42 -1.41 -2.39
H 4.73 -1.96 -0.71
H 7.04 -1.53 -1.43
H 7.88 0.79 -1.60
H 6.39 2.69 -1.06
H 4.06 2.26 -0.34
C -1.71 -0.59 -6.02
Si -0.03 0.07 -5.51
C 1.31 -1.17 -6.00
C 0.31 1.77 -6.23
C 0.06 0.23 -3.66
C 0.22 0.34 -2.45
H -1.76 -0.69 -7.10
H -2.52 0.07 -5.70
H -1.90 -1.58 -5.58
H 1.42 -1.20 -7.09
H 1.06 -2.18 -5.66
H 2.28 -0.90 -5.58
H 0.30 1.74 -7.32
H 1.28 2.15 -5.91
H -0.45 2.49 -5.90
*
```

Mulliken atomic charge list, values in e, 2 entries: number 1, Ru, carries 0.04; number 2, F, carries -0.34

---

Entry from OMol25: a structure of composition C40H43N4O3P2PtS2 (ωB97M-V with the def2-TZVPD basis set).

Computed properties:
E_tot ... -97773.378 eV
Frontier orbital gap ... 0.28824 hartree

ORCA input file:
```
! wB97M-V def2-TZVPD RIJCOSX def2/J DEFGRID3
* xyz 1 1
Pt 0.56 0.88 -0.06
C 4.98 2.59 1.70
C 3.59 2.70 1.09
N 3.65 2.79 -0.38
C 3.24 1.89 -1.26
S 2.70 0.31 -0.74
N 3.32 2.18 -2.55
C 2.89 1.31 -3.66
C 4.02 0.45 -4.19
H 4.90 2.52 2.79
H 5.59 3.47 1.46
H 5.49 1.70 1.34
H 3.05 3.57 1.45
H 2.98 1.84 1.34
H 4.05 3.64 -0.74
H 3.77 3.05 -2.81
H 2.49 1.97 -4.43
H 2.07 0.70 -3.29
H 4.85 1.05 -4.55
H 3.66 -0.16 -5.03
H 4.38 -0.22 -3.41
C -1.32 -1.50 1.39
P 0.41 -1.09 1.00
C 0.97 -2.57 0.09
C 1.41 -2.58 -1.23
C 1.82 -3.77 -1.83
C 1.79 -4.95 -1.12
C 1.34 -4.96 0.20
C 0.95 -3.77 0.80
C 1.32 -1.22 2.57
C 2.70 -1.04 2.58
C 3.42 -1.20 3.75
C 2.78 -1.55 4.93
C 1.40 -1.74 4.92
C 0.68 -1.58 3.75
P -2.69 -1.36 0.10
C -3.53 -2.97 0.38
C -4.92 -2.94 0.39
C -5.65 -4.11 0.59
C -5.00 -5.31 0.80
C -3.61 -5.35 0.80
C -2.88 -4.19 0.59
C -1.90 -1.61 -1.55
C -1.52 -0.44 -2.22
C -0.93 -0.51 -3.48
C -0.77 -1.73 -4.11
C -1.20 -2.89 -3.48
C -1.76 -2.83 -2.21
H -1.61 -0.83 2.19
H -1.33 -2.52 1.78
H 1.39 -1.68 -1.82
H 2.15 -3.76 -2.86
H 2.10 -5.88 -1.58
H 1.32 -5.88 0.77
H 0.64 -3.78 1.84
H 3.23 -0.78 1.67
H 4.50 -1.05 3.74
H 3.35 -1.68 5.84
H 0.89 -2.02 5.84
H -0.40 -1.71 3.79
H -5.44 -2.00 0.24
H -6.74 -4.07 0.60
H -5.57 -6.22 0.97
H -3.09 -6.29 0.96
H -1.80 -4.24 0.59
H -1.76 0.52 -1.78
H -0.64 0.41 -3.98
H -0.33 -1.78 -5.10
H -1.11 -3.85 -3.98
H -2.09 -3.75 -1.75
C -0.33 4.86 -3.87
C -0.89 4.54 -2.49
C -0.19 3.45 -1.84
N 0.36 2.60 -1.31
H -0.91 5.67 -4.32
H -0.39 4.00 -4.53
H 0.71 5.19 -3.81
H -1.94 4.23 -2.52
H -0.84 5.40 -1.82
O 0.50 2.85 2.67
S -0.75 2.16 2.53
O -0.96 1.02 3.37
N -1.01 1.79 0.94
C -2.16 2.33 0.43
O -2.57 2.20 -0.71
C -2.84 3.18 1.46
C -4.01 3.90 1.31
C -4.46 4.66 2.39
C -3.74 4.70 3.58
C -2.56 3.98 3.73
C -2.14 3.24 2.65
H -4.56 3.85 0.38
H -5.38 5.22 2.30
H -4.11 5.31 4.40
H -2.00 4.01 4.66
*
```

Mulliken atomic charge list, values in e, 2 entries: number 1, Pt, carries 2.42; number 2, C, carries -1.39

---

Entry from OMol25: a cluster of 6 separate species, C40H43NO22PS in total (ωB97M-V with the def2-TZVPD basis set).

Computed properties:
E_tot ... -108827.100 eV
Frontier orbital gap ... 0.26237 hartree

ORCA input file:
```
! wB97M-V def2-TZVPD RIJCOSX def2/J DEFGRID3
* xyz 1 1
C 8.21 2.55 2.29
O 7.77 2.01 1.06
C 7.85 0.61 0.91
C 6.52 -0.06 1.22
C 5.44 0.24 0.18
C 4.23 -0.70 0.27
C 2.89 -0.01 0.00
C 1.72 -0.94 0.31
N 0.87 -0.54 1.50
C -0.48 -1.26 1.47
O -1.24 -0.43 0.67
C -1.07 0.85 1.28
P -1.82 2.10 0.15
S -3.67 2.51 0.45
C 0.45 0.91 1.56
H 8.77 3.46 2.10
H 7.35 2.79 2.93
H 8.86 1.84 2.82
H 8.13 0.42 -0.13
H 8.64 0.20 1.56
H 6.67 -1.15 1.27
H 6.17 0.26 2.21
H 5.11 1.28 0.29
H 5.90 0.16 -0.81
H 4.35 -1.53 -0.42
H 4.19 -1.15 1.27
H 2.85 0.91 0.60
H 2.82 0.29 -1.05
H 2.11 -1.93 0.58
H 1.02 -1.06 -0.52
H 1.35 -0.82 2.35
H -0.86 -1.29 2.49
H -0.40 -2.26 1.03
H -1.63 0.90 2.22
H -0.89 3.15 0.27
H -1.47 1.51 -1.08
H 1.02 1.48 0.83
H 0.65 1.31 2.55
C -4.31 -0.23 3.41
C -5.40 0.18 2.71
C -5.96 -0.62 1.55
O -6.94 -0.15 1.00
C -5.32 -1.87 1.18
C -4.25 -2.26 1.88
C -3.67 -1.44 3.02
O -2.63 -1.88 3.51
O -3.56 -3.37 1.64
O -6.04 1.29 2.96
H -3.90 0.34 4.23
H -5.72 -2.44 0.36
H -2.89 -3.42 2.34
H -6.80 1.38 2.34
C 2.50 0.48 -4.51
C 3.21 1.49 -5.03
C 3.35 2.84 -4.34
O 4.04 3.66 -4.90
C 2.64 3.07 -3.09
C 1.91 2.06 -2.60
C 1.82 0.71 -3.28
O 1.13 -0.12 -2.67
O 1.19 2.09 -1.48
O 3.87 1.41 -6.17
H 2.39 -0.48 -5.00
H 2.73 4.04 -2.62
H 0.76 1.20 -1.49
H 4.31 2.28 -6.31
C -3.12 -0.59 -7.36
C -1.81 -0.38 -7.56
C -0.78 -0.47 -6.44
O 0.38 -0.25 -6.75
C -1.23 -0.79 -5.11
C -2.54 -1.00 -4.91
C -3.56 -0.92 -6.03
O -4.72 -1.14 -5.71
O -3.08 -1.29 -3.74
O -1.27 -0.07 -8.73
H -3.85 -0.53 -8.16
H -0.49 -0.85 -4.32
H -4.04 -1.38 -3.91
H -0.31 0.02 -8.59
C -10.33 4.53 4.97
C -9.78 3.46 4.38
C -8.94 3.57 3.12
O -8.48 2.52 2.70
C -8.73 4.86 2.52
C -9.29 5.93 3.11
C -10.12 5.83 4.38
O -10.55 6.88 4.82
O -9.18 7.16 2.66
O -9.91 2.22 4.82
H -10.93 4.46 5.87
H -8.14 4.92 1.62
H -9.68 7.73 3.29
H -9.41 1.65 4.20
C 6.26 -4.74 1.84
C 6.89 -5.91 1.65
C 6.17 -7.17 1.18
O 6.86 -8.16 1.03
C 4.74 -7.11 0.95
C 4.12 -5.94 1.15
C 4.84 -4.69 1.60
O 4.16 -3.68 1.72
O 2.82 -5.75 0.97
O 8.18 -6.09 1.84
H 6.77 -3.85 2.18
H 4.23 -8.00 0.63
H 2.66 -4.81 1.20
H 8.37 -7.03 1.62
*
```

Mulliken atomic charge list, values in e, 2 entries: number 1, C, carries -0.67; number 2, O, carries -0.36

---

Entry from OMol25: a cluster of 3 separate species, C40H43NO7Si in total at a distorted geometry (ωB97M-V with the def2-TZVPD basis set).

Computed properties:
SMILES ... CCCC[Si@H](CCOC(=O)CC)C[C@@H](O)CN.O=C1c2ccccc2C(=O)c2ccccc21.O=C1c2ccccc2C(=O)c2ccccc21
E_tot ... -65878.897 eV
Frontier orbital gap ... 0.28736 hartree

ORCA input file:
```
! wB97M-V def2-TZVPD RIJCOSX def2/J DEFGRID3
* xyz 0 1
C 0.59 -3.81 0.69
C -0.41 -3.53 -0.45
C -0.43 -4.57 -1.56
C 0.66 -4.43 -2.64
Si 2.31 -5.23 -2.21
C 3.69 -4.74 -3.41
C 4.49 -3.53 -2.90
O 5.77 -3.89 -2.40
C 5.73 -4.69 -1.28
O 5.56 -5.91 -1.36
C 5.97 -4.01 0.04
C 4.91 -4.40 1.08
C 2.17 -7.10 -1.98
C 2.56 -7.55 -0.56
O 1.45 -8.17 0.12
C 3.70 -8.53 -0.53
N 4.30 -8.59 0.81
H 0.14 -3.51 1.63
H 0.82 -4.87 0.75
H 1.53 -3.29 0.53
H -1.39 -3.46 0.01
H -0.20 -2.53 -0.84
H -0.43 -5.58 -1.14
H -1.39 -4.47 -2.07
H 0.29 -4.87 -3.56
H 0.84 -3.38 -2.85
H 2.73 -4.69 -0.89
H 4.38 -5.58 -3.48
H 3.29 -4.57 -4.40
H 3.92 -2.99 -2.13
H 4.66 -2.82 -3.70
H 6.04 -2.93 -0.06
H 6.93 -4.40 0.39
H 5.38 -4.42 2.06
H 4.53 -5.39 0.90
H 4.11 -3.67 1.14
H 1.15 -7.41 -2.22
H 2.82 -7.61 -2.69
H 2.86 -6.70 0.05
H 0.87 -7.46 0.40
H 4.47 -8.22 -1.23
H 3.34 -9.51 -0.83
H 5.30 -8.62 0.75
H 3.97 -9.39 1.32
O -1.61 -1.22 2.45
C -1.87 -0.16 2.97
C -1.70 0.04 4.43
C -1.20 -1.01 5.21
C -1.01 -0.83 6.56
C -1.31 0.39 7.16
C -1.82 1.43 6.40
C -2.02 1.26 5.04
C -2.58 2.38 4.24
O -2.89 3.43 4.76
C -2.73 2.19 2.77
C -3.22 3.24 1.99
C -3.34 3.08 0.62
C -2.97 1.89 0.02
C -2.50 0.84 0.78
C -2.38 0.98 2.16
H -0.97 -1.95 4.73
H -0.62 -1.64 7.16
H -1.15 0.53 8.22
H -2.06 2.38 6.86
H -3.50 4.16 2.47
H -3.72 3.90 0.02
H -3.06 1.77 -1.06
H -2.22 -0.10 0.32
O -2.42 6.31 -3.04
C -2.68 7.38 -2.53
C -2.50 7.58 -1.06
C -2.01 6.54 -0.29
C -1.82 6.71 1.07
C -2.12 7.93 1.67
C -2.61 8.98 0.90
C -2.81 8.80 -0.46
C -3.36 9.93 -1.26
O -3.67 10.98 -0.73
C -3.51 9.74 -2.73
C -3.99 10.79 -3.51
C -4.12 10.63 -4.88
C -3.77 9.43 -5.48
C -3.30 8.38 -4.71
C -3.17 8.53 -3.34
H -1.78 5.59 -0.76
H -1.44 5.89 1.67
H -1.96 8.07 2.73
H -2.85 9.93 1.36
H -4.26 11.72 -3.03
H -4.49 11.45 -5.48
H -3.86 9.31 -6.55
H -3.03 7.44 -5.17
*
```

Mulliken atomic charge list, values in e, 2 entries: number 1, C, carries -0.73; number 2, C, carries -0.36

---

> What is the E_tot in the second record?

-76730.797 eV

---

> The highest E_tot belongs to which entry?

C40H43NO7Si

---

> Which formula does entry 4 have?

C40H43NO22PS